# 1
Density functional theory data (the ωB97M-V functional and the def2-TZVPD basis) for a cluster of 5 separate species, C26H72B2N8O6P in total in a non-equilibrium geometry.

Properties
Net charge = +1
LUMO energy = -3.2467 eV
Strongest force on any atom = 1.6 eV/A
Frontier orbital gap = 5.69 eV
Electronic energy = -2314.4450 a.u.

Geometry as XYZ:
```
115
C26H72B2N8O6P (the ωB97M-V functional and the def2-TZVPD basis)
N -5.24 2.77 -1.07
B -4.57 3.12 -2.28
O -3.42 2.57 -2.71
N -5.16 4.08 -3.31
C -6.06 5.01 -2.94
N -5.67 5.81 -1.87
P -4.75 7.23 -2.10
O -3.96 7.56 -0.93
O -4.07 6.82 -3.46
O -5.77 8.39 -2.51
N -7.21 5.17 -3.55
C -8.25 6.18 -3.31
B -9.60 5.49 -2.79
O -10.24 5.85 -1.65
O -10.12 4.53 -3.61
H -6.25 2.77 -1.09
H -4.91 3.22 -0.22
H -2.81 2.27 -2.03
H -5.47 3.57 -4.14
H -6.44 5.99 -1.23
H -3.51 7.52 -3.82
H -5.90 9.00 -1.77
H -7.44 4.52 -4.29
H -8.48 6.63 -4.28
H -7.88 6.98 -2.67
H -9.71 6.27 -0.97
H -10.54 3.80 -3.14
C -4.70 -0.41 -0.06
C -3.62 -1.40 0.33
N -2.53 -0.76 1.05
C -1.34 -1.58 1.16
C -1.43 -2.88 1.97
C -2.91 -0.02 2.25
C -3.66 -0.78 3.35
H -4.26 0.43 -0.60
H -5.43 -0.89 -0.72
H -5.25 -0.02 0.80
H -3.20 -1.84 -0.57
H -4.08 -2.23 0.89
H -0.53 -0.97 1.57
H -1.03 -1.84 0.14
H -1.48 -2.70 3.04
H -0.54 -3.49 1.78
H -2.30 -3.48 1.69
H -3.53 0.83 1.94
H -2.00 0.42 2.66
H -4.48 -1.37 2.95
H -4.08 -0.06 4.06
H -3.00 -1.44 3.92
C 0.72 -1.09 -2.64
C 1.88 -1.50 -1.75
N 1.96 -2.94 -1.54
C 2.85 -3.32 -0.45
C 4.34 -3.00 -0.61
C 2.04 -3.74 -2.75
C 3.19 -3.46 -3.72
H -0.22 -1.51 -2.26
H 0.62 0.00 -2.64
H 0.85 -1.41 -3.67
H 1.74 -1.04 -0.77
H 2.80 -1.07 -2.16
H 2.72 -4.39 -0.27
H 2.48 -2.82 0.45
H 4.82 -3.67 -1.33
H 4.84 -3.15 0.35
H 4.52 -1.97 -0.91
H 1.10 -3.62 -3.29
H 2.06 -4.79 -2.44
H 3.31 -2.40 -3.92
H 2.99 -3.95 -4.67
H 4.14 -3.84 -3.36
C 10.75 -6.05 -3.20
C 9.69 -6.63 -2.28
N 9.10 -5.63 -1.40
C 8.32 -6.19 -0.32
C 7.05 -6.97 -0.67
C 8.52 -4.47 -2.07
C 7.43 -4.71 -3.12
H 11.50 -5.51 -2.63
H 11.25 -6.86 -3.74
H 10.33 -5.38 -3.95
H 10.14 -7.39 -1.64
H 8.94 -7.15 -2.89
H 8.06 -5.38 0.37
H 8.98 -6.85 0.25
H 6.24 -6.32 -1.00
H 6.69 -7.50 0.22
H 7.23 -7.72 -1.44
H 9.34 -3.92 -2.55
H 8.14 -3.80 -1.29
H 7.71 -5.50 -3.82
H 7.27 -3.80 -3.69
H 6.48 -4.98 -2.66
C 1.83 3.43 4.25
C 0.91 3.87 5.38
N -0.50 3.79 5.03
C -1.37 4.48 5.97
C -1.44 3.96 7.41
C -0.95 2.48 4.58
C -0.75 1.28 5.51
H 1.59 3.97 3.33
H 2.87 3.64 4.51
H 1.75 2.36 4.04
H 1.12 4.91 5.62
H 1.17 3.29 6.28
H -2.37 4.49 5.54
H -1.04 5.52 5.99
H -1.99 3.03 7.49
H -1.96 4.69 8.04
H -0.45 3.81 7.84
H -0.46 2.26 3.64
H -2.02 2.57 4.34
H 0.26 1.25 5.92
H -0.90 0.35 4.95
H -1.45 1.27 6.35
```

Results of the Mulliken charge analysis, in e, for atoms 1 through 6:
1. N -0.3809
2. B 0.2491
3. O -0.4440
4. N -0.2280
5. C 0.2920
6. N 0.0305



# 2
Density functional theory data (the ωB97M-V functional and the def2-TZVPD basis) for a cluster of 9 separate species, C26H72ClN8O16 in total in a non-equilibrium geometry.

Properties
Net charge = -1
LUMO energy = 2.1643 eV
Strongest force on any atom = 5.8 eV/A
Frontier orbital gap = 8.19 eV
Electronic energy = -3135.5111 a.u.

Geometry as XYZ:
```
123
C26H72ClN8O16 (the ωB97M-V functional and the def2-TZVPD basis)
Cl -0.05 -0.27 -0.38
O 0.34 -0.94 -1.55
O -1.36 -0.53 -0.07
O 0.81 -0.59 0.76
O 0.04 1.13 -0.43
C 1.26 -0.50 -6.65
O 2.30 0.33 -6.08
C 3.46 0.27 -6.94
C 4.79 0.49 -6.13
N 4.96 -0.63 -5.16
C 6.11 -0.28 -4.28
C 6.16 -1.09 -2.94
O 5.28 -0.59 -1.94
C 3.93 -0.93 -2.16
H 1.53 -1.55 -6.53
H 1.12 -0.40 -7.73
H 0.25 -0.32 -6.27
H 3.29 0.90 -7.81
H 3.54 -0.75 -7.30
H 4.59 1.43 -5.62
H 5.66 0.47 -6.80
H 4.12 -0.83 -4.63
H 6.10 0.80 -4.14
H 7.02 -0.47 -4.84
H 7.18 -0.97 -2.56
H 6.00 -2.12 -3.24
H 3.45 -0.35 -2.95
H 3.32 -0.75 -1.28
H 3.72 -2.00 -2.27
C 2.21 6.11 0.49
O 3.08 5.00 0.75
C 2.22 3.84 0.95
C 3.14 2.67 0.96
N 4.15 2.75 2.03
C 3.65 2.19 3.29
C 4.50 2.54 4.52
O 4.36 3.89 4.80
C 5.40 4.52 5.46
H 2.00 5.99 -0.58
H 2.67 7.08 0.69
H 1.25 6.17 0.99
H 1.46 3.69 0.18
H 1.79 3.96 1.94
H 3.74 2.59 0.06
H 2.76 1.65 0.95
H 4.26 3.74 2.20
H 3.73 1.10 3.20
H 2.63 2.47 3.52
H 5.50 2.18 4.29
H 4.15 1.94 5.36
H 5.76 4.08 6.39
H 5.17 5.54 5.76
H 6.18 4.62 4.71
C 1.54 -3.83 4.69
O 0.38 -3.08 4.20
C 0.04 -3.16 2.81
C -0.51 -4.50 2.34
N -1.88 -4.76 2.77
C -2.43 -6.03 2.27
C -1.95 -7.20 3.07
O -2.54 -7.08 4.37
C -2.03 -8.06 5.30
H 1.13 -4.80 4.98
H 1.91 -3.26 5.55
H 2.26 -4.11 3.92
H 0.87 -2.93 2.15
H -0.77 -2.45 2.66
H 0.12 -5.34 2.64
H -0.55 -4.36 1.26
H -1.87 -4.68 3.77
H -2.16 -6.17 1.22
H -3.50 -5.88 2.40
H -0.86 -7.25 3.06
H -2.30 -8.14 2.64
H -2.82 -8.21 6.04
H -1.11 -7.76 5.80
H -1.94 -9.00 4.77
C -9.22 -1.35 -4.05
O -8.77 -0.84 -2.76
C -7.38 -1.11 -2.34
C -7.13 -0.20 -1.07
N -5.93 -0.31 -0.26
C -4.70 -0.08 -1.01
C -4.40 1.41 -0.90
O -4.22 1.84 0.45
C -3.44 3.04 0.72
H -10.29 -1.16 -4.07
H -9.21 -2.44 -4.10
H -8.84 -0.85 -4.93
H -6.70 -0.67 -3.07
H -7.14 -2.15 -2.13
H -8.04 -0.24 -0.48
H -7.25 0.80 -1.49
H -5.97 0.37 0.48
H -4.74 -0.39 -2.06
H -3.98 -0.67 -0.45
H -5.17 2.09 -1.28
H -3.52 1.65 -1.51
H -2.44 2.76 1.03
H -4.04 3.63 1.42
H -3.29 3.64 -0.17
C -0.11 1.32 3.95
O -0.16 1.68 5.08
N 0.41 0.20 3.64
N -0.61 1.97 2.93
H 1.05 -0.16 4.33
H 0.52 0.04 2.65
H -1.04 2.88 3.03
H -0.86 1.46 2.10
C -0.66 5.27 -1.19
O -1.03 5.33 -0.07
N -0.29 4.16 -1.75
N -0.60 6.29 -1.99
H -0.47 3.32 -1.22
H 0.18 4.20 -2.64
H -0.50 6.16 -2.99
H -0.85 7.22 -1.68
O -2.80 -3.35 0.39
H -2.33 -2.52 0.32
H -2.56 -3.68 1.26
O -2.12 0.81 -3.91
H -1.55 0.50 -3.21
H -1.54 0.90 -4.67
```

Results of the Mulliken charge analysis, in e, for atoms 1 through 6:
1. Cl 1.2749
2. O -0.6772
3. O -0.4432
4. O -0.7801
5. O -0.3291
6. C -0.6768



# 3
Density functional theory data (the ωB97M-V functional and the def2-TZVPD basis) for a structure of composition C26H74AgO30 in a non-equilibrium geometry.

Properties
Multiplicity = 2
LUMO energy (spin up / spin down) = 0.3175 / 0.3175 eV
Strongest force on any atom = 5.4 eV/A
Frontier orbital gap (spin up / spin down) = 5.33 / 8.66 eV
Electronic energy = -3438.9352 a.u.

Geometry as XYZ:
```
131
C26H74AgO30 (the ωB97M-V functional and the def2-TZVPD basis)
Ag 12.48 14.49 14.38
C 8.21 15.50 15.89
C 7.14 16.26 15.89
C 7.40 16.57 12.67
O 6.27 16.53 12.92
C 8.73 16.70 12.60
C 9.70 16.13 13.57
C 9.35 15.33 14.87
O 10.25 14.51 15.09
O 10.87 16.12 13.28
O 6.17 16.98 15.65
H 8.45 14.92 16.75
H 9.16 17.39 11.89
O 12.45 17.29 11.09
H 12.16 18.21 11.07
H 11.85 16.86 11.72
O 11.30 11.89 15.97
H 10.45 12.23 16.25
H 11.16 11.50 15.09
O 13.43 14.28 12.22
H 14.02 13.50 12.21
H 12.93 14.24 11.39
O 12.21 14.37 19.16
H 11.40 13.88 19.27
H 12.43 14.15 18.28
O 15.41 15.45 13.25
H 14.80 15.47 12.50
H 15.04 16.17 13.80
O 10.23 12.34 18.75
H 9.49 12.26 18.13
H 10.65 11.50 18.88
C 9.69 9.37 14.86
C 9.18 9.61 16.27
O 8.14 10.61 16.36
O 10.96 8.70 14.88
H 9.81 10.34 14.34
H 8.88 8.81 14.36
H 10.02 9.87 16.90
H 8.78 8.70 16.69
H 7.33 10.22 15.99
H 10.76 7.78 15.14
C 11.14 13.71 9.69
C 10.17 12.59 9.48
O 10.22 12.21 8.09
O 12.46 13.14 9.48
H 11.10 14.16 10.69
H 10.80 14.43 8.93
H 9.11 12.84 9.61
H 10.45 11.77 10.12
H 11.15 12.00 7.96
H 12.80 13.38 8.60
C 9.29 17.00 19.59
C 8.22 17.87 18.97
O 8.54 18.59 17.75
O 9.71 15.87 18.73
H 8.74 16.62 20.50
H 10.21 17.63 19.79
H 7.85 18.66 19.63
H 7.38 17.21 18.83
H 7.82 19.26 17.71
H 10.61 15.61 18.95
C 14.67 15.12 16.35
C 14.10 16.52 16.42
O 13.39 16.65 15.25
O 13.65 14.12 16.60
H 15.52 14.94 17.00
H 15.00 14.98 15.32
H 14.98 17.22 16.44
H 13.47 16.65 17.30
H 12.94 17.53 15.21
H 14.03 13.31 16.16
C 12.65 11.04 12.27
C 13.52 10.99 13.50
O 13.93 12.19 14.12
O 11.31 11.23 12.62
H 12.76 10.03 11.84
H 12.98 11.70 11.43
H 14.46 10.57 13.19
H 13.15 10.28 14.23
H 14.57 11.96 14.79
H 10.72 11.42 11.88
C 17.14 11.69 16.35
C 17.03 10.17 16.25
O 16.27 9.88 15.04
O 15.88 12.28 16.49
H 17.71 12.02 15.52
H 17.82 11.91 17.18
H 16.56 9.84 17.18
H 17.95 9.60 16.28
H 16.10 8.92 15.05
H 15.61 12.22 17.41
C 13.26 10.26 18.50
C 13.68 9.08 17.68
O 14.14 7.95 18.45
O 12.01 10.11 19.19
H 13.16 11.10 17.79
H 14.05 10.37 19.25
H 14.51 9.43 17.08
H 12.94 8.66 16.99
H 14.88 8.31 18.92
H 12.01 9.34 19.75
C 11.52 19.34 14.36
C 10.25 19.20 15.08
O 10.34 20.32 16.09
O 12.63 19.16 15.23
H 11.61 20.35 13.87
H 11.66 18.59 13.57
H 10.04 18.27 15.62
H 9.35 19.32 14.48
H 9.88 19.94 16.82
H 12.34 19.59 16.08
C 7.62 12.70 12.41
C 6.88 11.38 12.64
O 7.05 11.00 13.99
O 9.03 12.55 12.48
H 7.27 13.38 13.22
H 7.41 13.21 11.48
H 7.30 10.54 12.00
H 5.86 11.61 12.46
H 7.15 11.72 14.61
H 9.25 12.48 13.42
C 15.29 14.30 20.79
C 15.03 12.91 20.21
O 15.86 12.68 19.04
O 15.08 15.22 19.73
H 16.34 14.29 21.14
H 14.65 14.54 21.69
H 13.99 12.69 20.13
H 15.32 12.14 20.91
H 16.05 13.57 18.66
H 14.19 15.13 19.41
```

Results of the Mulliken charge analysis, in e, for atoms 1 through 6:
1. Ag 2.0919
2. C -0.4550
3. C 0.0231
4. C -0.0733
5. O -0.4001
6. C -0.5655



# 4
Density functional theory data (the ωB97M-V functional and the def2-TZVPD basis) for a structure of composition C26H74GaO12 in a non-equilibrium geometry.

Properties
Net charge = -1
LUMO energy = 2.1110 eV
Strongest force on any atom = 2.1 eV/A
Frontier orbital gap = 5.96 eV
Electronic energy = -3862.5164 a.u.

Geometry as XYZ:
```
113
C26H74GaO12 (the ωB97M-V functional and the def2-TZVPD basis)
C -3.04 0.11 2.27
C -2.54 -0.23 0.90
O -3.30 -0.54 0.03
O -1.24 -0.11 0.76
C -0.63 -0.96 -0.23
C 0.68 -0.31 -0.70
C 0.78 -0.10 -2.22
C 0.87 1.39 -2.59
Ga 2.81 2.06 -2.67
H -3.09 -0.77 2.90
H -4.01 0.56 2.14
H -2.38 0.86 2.69
H -0.39 -1.93 0.18
H -1.24 -1.09 -1.10
H 1.54 -0.87 -0.35
H 0.74 0.67 -0.25
H -0.08 -0.53 -2.73
H 1.66 -0.63 -2.57
H 0.29 1.94 -1.85
H 0.43 1.54 -3.57
H 2.82 3.62 -3.13
H 3.70 1.25 -3.75
H 3.56 1.98 -1.27
C -2.72 -4.60 3.60
C -2.38 -3.69 4.77
O -1.21 -2.91 4.49
H -1.88 -5.27 3.38
H -3.60 -5.20 3.82
H -2.91 -4.01 2.70
H -2.17 -4.27 5.66
H -3.22 -3.02 4.98
H -1.39 -2.38 3.71
C -7.22 1.37 -1.37
C -6.02 2.30 -1.28
O -5.19 1.97 -0.18
H -7.80 1.42 -0.45
H -7.86 1.64 -2.21
H -6.89 0.33 -1.49
H -6.36 3.33 -1.14
H -5.44 2.25 -2.21
H -4.88 1.06 -0.31
C 1.88 -5.17 5.51
C 2.37 -4.28 4.38
O 1.47 -4.33 3.28
H 1.78 -6.20 5.16
H 2.57 -5.15 6.36
H 0.90 -4.84 5.86
H 3.34 -4.62 4.03
H 2.48 -3.24 4.72
H 0.62 -4.02 3.60
C 5.81 -7.07 7.48
C 4.99 -6.87 6.22
O 5.14 -5.54 5.71
H 5.51 -6.36 8.25
H 5.68 -8.08 7.87
H 6.87 -6.91 7.28
H 3.93 -7.01 6.42
H 5.29 -7.58 5.45
H 6.07 -5.41 5.51
C -6.40 -4.40 0.99
C -6.04 -3.48 2.13
O -4.88 -2.70 1.83
H -5.57 -5.07 0.76
H -7.28 -5.00 1.23
H -6.62 -3.82 0.08
H -5.81 -4.06 3.03
H -6.87 -2.80 2.37
H -5.07 -2.18 1.05
C 1.42 6.93 -3.64
C 1.78 6.69 -5.09
O 1.07 5.57 -5.60
H 1.66 6.05 -3.04
H 1.97 7.78 -3.24
H 0.35 7.12 -3.53
H 2.85 6.47 -5.19
H 1.55 7.57 -5.70
H 0.13 5.76 -5.52
C 6.41 -0.28 0.78
C 5.71 0.02 -0.54
O 5.95 1.34 -0.97
H 6.08 0.42 1.55
H 6.21 -1.30 1.12
H 7.50 -0.16 0.68
H 4.63 -0.08 -0.43
H 6.05 -0.68 -1.31
H 6.90 1.46 -1.09
C 2.56 2.35 2.66
C 3.10 3.27 1.57
O 2.25 3.29 0.44
H 2.45 1.34 2.27
H 3.23 2.33 3.52
H 1.57 2.68 2.99
H 4.07 2.93 1.22
H 3.21 4.30 1.96
H 1.38 3.60 0.71
C 5.29 1.26 -7.56
C 3.84 0.83 -7.41
O 3.17 1.61 -6.44
H 5.80 1.18 -6.61
H 5.81 0.64 -8.30
H 5.35 2.30 -7.88
H 3.78 -0.21 -7.07
H 3.31 0.90 -8.37
H 3.19 2.53 -6.72
C -7.07 6.43 -3.74
C -6.51 5.04 -4.00
O -7.56 4.09 -4.17
H -7.70 6.42 -2.86
H -6.26 7.15 -3.60
H -7.68 6.76 -4.58
H -5.91 4.70 -3.16
H -5.87 5.04 -4.89
H -8.09 4.37 -4.93
```

Results of the Mulliken charge analysis, in e, for atoms 1 through 6:
1. C -1.1306
2. C 1.0768
3. O -0.6951
4. O -0.2293
5. C -0.4878
6. C -0.2245